1.
Below is a cluster of 12 separate species, C42H118N14O12 in total at a distorted geometry, with properties calculated with ωB97M-V with the def2-TZVPD basis set.

Its multiplicity is 1. As for the charge: 0. The orbital gap comes out at 9.293 eV. The energy above the lowest of the compared OMol25 structures with the same formula, charge and spin comes out at 0.000 eV.

Atoms and positions in Å:
C (-3.968, -1.784, -2.091)
O (-5.040, -2.185, -2.519)
N (-3.083, -1.053, -2.837)
N (-3.570, -1.966, -0.777)
H (-3.250, -0.863, -3.805)
H (-2.194, -0.723, -2.446)
H (-2.653, -1.699, -0.465)
H (-4.245, -2.162, -0.063)
C (-0.419, 0.170, -0.611)
O (-0.698, -0.026, -1.817)
N (0.505, -0.609, 0.012)
N (-1.021, 1.104, 0.163)
H (0.717, -0.513, 0.994)
H (0.925, -1.337, -0.550)
H (-0.661, 1.227, 1.100)
H (-1.793, 1.651, -0.220)
C (4.690, -1.773, -1.123)
C (3.521, -1.091, -1.819)
C (3.997, -0.387, -3.083)
O (4.241, 0.997, -2.884)
C (3.089, 1.814, -2.942)
N (2.472, -2.107, -2.102)
H (5.142, -2.525, -1.772)
H (4.465, -2.194, -0.138)
H (5.445, -1.015, -0.880)
H (3.037, -0.413, -1.110)
H (3.307, -0.532, -3.924)
H (4.959, -0.770, -3.436)
H (3.391, 2.842, -3.137)
H (2.587, 1.755, -1.970)
H (2.388, 1.508, -3.724)
H (2.666, -3.073, -1.865)
H (2.164, -1.969, -3.055)
C (-0.244, -4.068, -0.454)
C (-0.092, -4.966, -1.666)
C (1.168, -5.801, -1.743)
O (2.258, -4.941, -1.706)
C (3.514, -5.547, -1.472)
N (-1.290, -5.828, -1.793)
H (0.613, -3.439, -0.195)
H (-0.352, -4.729, 0.410)
H (-1.007, -3.314, -0.639)
H (-0.119, -4.314, -2.556)
H (1.111, -6.442, -2.636)
H (1.167, -6.515, -0.902)
H (3.878, -6.055, -2.370)
H (3.391, -6.276, -0.660)
H (4.240, -4.810, -1.134)
H (-2.115, -5.269, -1.992)
H (-1.176, -6.342, -2.668)
C (1.986, 4.082, -0.457)
C (1.724, 5.187, 0.544)
C (1.178, 4.608, 1.858)
O (1.209, 5.637, 2.833)
C (0.777, 5.180, 4.086)
N (2.836, 6.135, 0.662)
H (2.147, 4.481, -1.455)
H (1.163, 3.368, -0.472)
H (2.878, 3.518, -0.154)
H (0.911, 5.786, 0.118)
H (1.813, 3.760, 2.162)
H (0.125, 4.326, 1.741)
H (0.886, 6.000, 4.792)
H (1.388, 4.330, 4.424)
H (-0.254, 4.804, 4.067)
H (2.659, 6.673, 1.509)
H (3.694, 5.621, 0.869)
C (0.735, -6.306, 4.863)
C (0.707, -6.623, 3.354)
C (1.791, -5.847, 2.633)
O (1.452, -4.483, 2.632)
C (2.498, -3.711, 2.092)
N (0.833, -8.079, 3.240)
H (1.552, -6.798, 5.392)
H (-0.216, -6.621, 5.292)
H (0.798, -5.223, 4.986)
H (-0.282, -6.277, 3.042)
H (1.922, -6.237, 1.607)
H (2.768, -5.998, 3.121)
H (3.462, -3.785, 2.610)
H (2.198, -2.670, 2.002)
H (2.665, -4.122, 1.084)
H (1.588, -8.383, 3.843)
H (1.054, -8.357, 2.289)
C (-4.787, 2.542, 3.534)
C (-4.186, 1.355, 2.787)
C (-4.487, 0.071, 3.528)
O (-3.722, 0.051, 4.740)
C (-3.855, -1.163, 5.447)
N (-4.868, 1.278, 1.472)
H (-4.249, 2.706, 4.469)
H (-5.858, 2.422, 3.693)
H (-4.689, 3.460, 2.943)
H (-3.111, 1.539, 2.677)
H (-4.202, -0.777, 2.887)
H (-5.528, 0.041, 3.866)
H (-3.618, -0.938, 6.487)
H (-3.149, -1.910, 5.066)
H (-4.872, -1.566, 5.402)
H (-4.560, 2.077, 0.924)
H (-4.497, 0.465, 0.981)
C (-2.278, 3.648, -5.894)
C (-1.296, 2.858, -5.054)
C (-0.412, 3.762, -4.218)
O (0.127, 4.784, -5.020)
C (1.015, 5.598, -4.286)
N (-2.050, 1.933, -4.171)
H (-2.883, 3.006, -6.544)
H (-1.812, 4.408, -6.517)
H (-3.032, 4.123, -5.253)
H (-0.663, 2.258, -5.726)
H (0.412, 3.206, -3.747)
H (-1.021, 4.116, -3.372)
H (0.556, 6.070, -3.406)
H (1.313, 6.389, -4.971)
H (1.878, 5.041, -3.901)
H (-1.345, 1.403, -3.648)
H (-2.459, 1.230, -4.782)
C (3.489, 1.237, 1.390)
C (3.915, 0.974, 2.827)
C (3.733, 2.214, 3.683)
O (3.903, 1.881, 5.028)
C (3.614, 2.934, 5.929)
N (3.240, -0.227, 3.396)
H (3.584, 0.355, 0.761)
H (4.126, 2.037, 1.002)
H (2.450, 1.568, 1.306)
H (4.995, 0.782, 2.751)
H (2.714, 2.607, 3.500)
H (4.419, 3.004, 3.357)
H (2.570, 3.223, 5.767)
H (4.272, 3.798, 5.788)
H (3.780, 2.548, 6.931)
H (3.923, -0.961, 3.263)
H (3.148, -0.042, 4.392)
C (-0.166, -1.707, 3.705)
C (-0.549, -0.250, 3.779)
C (-0.427, 0.354, 5.176)
O (-0.695, 1.721, 5.171)
C (-0.494, 2.321, 6.440)
N (0.246, 0.584, 2.825)
H (-0.833, -2.336, 4.305)
H (0.852, -1.898, 4.052)
H (-0.306, -2.171, 2.725)
H (-1.584, -0.183, 3.427)
H (0.622, 0.145, 5.469)
H (-1.065, -0.244, 5.844)
H (-0.663, 3.384, 6.284)
H (0.538, 2.150, 6.766)
H (-1.195, 1.919, 7.175)
H (1.209, 0.530, 3.191)
H (0.038, 1.549, 3.104)
C (-3.255, 5.141, -1.573)
C (-3.977, 3.865, -1.207)
C (-5.196, 3.670, -2.088)
O (-5.758, 2.426, -1.760)
C (-6.985, 2.163, -2.378)
N (-3.034, 2.721, -1.411)
H (-2.874, 5.097, -2.595)
H (-2.421, 5.354, -0.907)
H (-3.885, 6.034, -1.505)
H (-4.202, 3.816, -0.139)
H (-4.900, 3.668, -3.143)
H (-5.902, 4.472, -1.833)
H (-7.468, 1.337, -1.856)
H (-6.859, 1.875, -3.427)
H (-7.697, 2.995, -2.299)
H (-2.688, 2.760, -2.384)
H (-3.638, 1.897, -1.498)
C (-0.030, -0.902, -5.074)
C (0.000, -2.158, -5.944)
C (0.885, -3.289, -5.461)
O (2.246, -2.907, -5.566)
C (3.170, -3.840, -5.023)
N (-1.363, -2.770, -6.006)
H (-0.468, -1.038, -4.082)
H (-0.721, -0.187, -5.535)
H (0.959, -0.441, -5.044)
H (0.260, -1.829, -6.953)
H (0.660, -4.200, -6.026)
H (0.683, -3.477, -4.392)
H (4.041, -3.221, -4.821)
H (3.325, -4.652, -5.737)
H (2.809, -4.248, -4.073)
H (-2.023, -2.038, -6.259)
H (-1.610, -2.995, -5.042)

2.
Below is a cluster of 13 separate species, C42H118N8O13 in total at a distorted geometry, with properties calculated with ωB97M-V with the def2-TZVPD basis set.

Its multiplicity is 1. As for the charge: 0. The orbital gap comes out at 9.284 eV. The energy above the lowest of the compared OMol25 structures with the same formula, charge and spin comes out at 3.631 eV.

Atoms and positions in Å:
C (1.561, -0.268, -5.341)
C (2.324, -1.575, -5.306)
O (2.500, -1.965, -3.954)
H (1.877, 0.488, -4.664)
H (0.672, -0.582, -4.891)
H (1.355, 0.091, -6.308)
H (3.298, -1.555, -5.819)
H (1.738, -2.385, -5.756)
H (1.621, -2.294, -3.699)
C (-8.629, -1.247, -0.217)
C (-7.406, -2.096, -0.178)
O (-6.641, -2.243, -1.399)
H (-9.178, -1.057, 0.720)
H (-9.331, -1.613, -0.945)
H (-8.410, -0.201, -0.433)
H (-7.732, -3.132, 0.036)
H (-6.719, -1.709, 0.641)
H (-5.984, -1.478, -1.464)
C (-4.707, -4.159, 1.184)
C (-4.126, -3.044, 2.073)
O (-4.251, -1.768, 1.451)
H (-4.037, -5.092, 1.141)
H (-4.646, -3.853, 0.176)
H (-5.669, -4.511, 1.388)
H (-3.036, -3.261, 2.262)
H (-4.675, -3.087, 3.064)
H (-4.180, -1.135, 2.206)
C (-7.502, -0.365, 3.553)
C (-6.338, 0.061, 4.317)
O (-5.162, -0.397, 3.768)
H (-8.539, -0.105, 3.756)
H (-7.560, -1.436, 3.458)
H (-7.372, -0.112, 2.481)
H (-6.457, -0.291, 5.362)
H (-6.377, 1.150, 4.269)
H (-4.355, 0.089, 4.042)
C (-1.748, 3.536, -3.550)
C (-0.448, 4.052, -4.090)
O (0.712, 3.508, -3.483)
H (-1.904, 2.418, -3.577)
H (-2.522, 4.171, -4.132)
H (-1.922, 3.930, -2.556)
H (-0.428, 5.134, -3.874)
H (-0.324, 3.933, -5.208)
H (0.828, 2.613, -3.745)
C (2.146, -0.538, 2.454)
C (3.360, -0.174, 1.658)
C (4.580, -0.871, 2.283)
O (5.822, -0.382, 1.760)
C (6.922, -1.128, 2.123)
N (3.073, -0.476, 0.251)
H (1.376, 0.087, 1.996)
H (2.246, -0.361, 3.537)
H (1.957, -1.586, 2.284)
H (3.570, 0.880, 1.755)
H (4.696, -1.985, 2.193)
H (4.568, -0.737, 3.422)
H (6.866, -2.162, 1.791)
H (7.036, -1.134, 3.210)
H (7.775, -0.647, 1.662)
H (2.802, -1.460, 0.140)
H (3.894, -0.496, -0.355)
C (5.808, -3.381, -1.147)
C (6.010, -3.780, -2.668)
C (4.726, -3.992, -3.426)
O (5.081, -4.568, -4.742)
C (3.936, -4.780, -5.596)
N (6.873, -2.731, -3.261)
H (5.217, -4.226, -0.752)
H (5.165, -2.523, -1.104)
H (6.647, -3.124, -0.466)
H (6.608, -4.701, -2.665)
H (4.144, -3.001, -3.524)
H (4.051, -4.713, -2.951)
H (3.103, -5.231, -5.068)
H (4.155, -5.423, -6.490)
H (3.623, -3.773, -5.898)
H (6.867, -2.808, -4.266)
H (6.409, -1.851, -3.194)
C (-1.527, 0.641, 3.169)
C (-1.715, 0.374, 4.684)
C (-0.468, 0.108, 5.435)
O (0.404, 1.204, 5.326)
C (1.601, 1.002, 6.148)
N (-2.539, 1.451, 5.270)
H (-0.774, 1.360, 2.989)
H (-2.390, 1.067, 2.655)
H (-1.359, -0.256, 2.595)
H (-2.330, -0.531, 4.729)
H (-0.015, -0.784, 4.976)
H (-0.722, -0.189, 6.443)
H (1.984, 0.005, 5.961)
H (1.471, 0.936, 7.242)
H (2.290, 1.782, 5.853)
H (-2.150, 2.313, 4.932)
H (-2.400, 1.561, 6.286)
C (1.492, 2.834, 1.270)
C (1.822, 3.151, 2.663)
C (3.212, 3.729, 2.801)
O (4.231, 2.785, 2.495)
C (5.533, 3.291, 2.586)
N (0.814, 4.077, 3.281)
H (2.221, 2.066, 0.917)
H (1.674, 3.669, 0.648)
H (0.496, 2.453, 1.119)
H (1.736, 2.247, 3.247)
H (3.570, 4.063, 3.764)
H (3.389, 4.581, 2.114)
H (6.188, 2.426, 2.776)
H (5.715, 4.035, 3.469)
H (6.004, 3.689, 1.691)
H (0.863, 4.978, 2.751)
H (1.059, 4.359, 4.196)
C (4.219, 2.756, -1.974)
C (5.139, 1.651, -2.518)
C (6.395, 1.262, -1.716)
O (7.031, 0.337, -2.516)
C (8.455, 0.149, -2.189)
N (4.380, 0.361, -2.433)
H (3.996, 2.480, -0.901)
H (3.351, 2.905, -2.560)
H (4.776, 3.741, -1.864)
H (5.525, 1.883, -3.518)
H (6.120, 0.750, -0.751)
H (7.156, 2.088, -1.479)
H (8.773, -0.684, -2.805)
H (8.569, -0.046, -1.128)
H (8.981, 1.076, -2.466)
H (5.070, -0.379, -2.511)
H (3.682, 0.198, -3.131)
C (0.892, -3.475, -1.080)
C (-0.111, -3.970, -2.118)
C (-1.450, -4.230, -1.408)
O (-2.522, -4.573, -2.276)
C (-2.478, -5.872, -2.780)
N (-0.281, -2.981, -3.159)
H (1.848, -3.184, -1.474)
H (1.044, -4.255, -0.351)
H (0.464, -2.624, -0.575)
H (0.215, -4.943, -2.504)
H (-1.819, -3.327, -0.881)
H (-1.334, -5.036, -0.702)
H (-2.027, -6.514, -2.028)
H (-1.838, -5.913, -3.644)
H (-3.495, -6.022, -3.056)
H (-1.023, -3.253, -3.698)
H (-0.394, -2.071, -2.709)
C (-4.619, 1.088, -0.251)
C (-3.752, 0.422, -1.304)
C (-2.340, 0.366, -0.758)
O (-1.357, -0.027, -1.824)
C (-0.083, 0.331, -1.331)
N (-4.267, -0.917, -1.605)
H (-4.331, 2.184, -0.195)
H (-4.525, 0.690, 0.664)
H (-5.721, 1.059, -0.528)
H (-3.755, 0.985, -2.232)
H (-2.224, -0.391, 0.035)
H (-1.970, 1.321, -0.305)
H (0.195, 1.353, -1.375)
H (0.652, -0.218, -1.933)
H (0.065, 0.120, -0.302)
H (-4.159, -1.489, -0.764)
H (-3.581, -1.368, -2.222)
C (-5.152, 4.489, -1.091)
C (-4.928, 5.071, 0.358)
C (-5.725, 4.376, 1.463)
O (-5.337, 4.892, 2.712)
C (-4.764, 3.948, 3.622)
N (-3.475, 4.918, 0.635)
H (-6.022, 3.782, -1.063)
H (-4.263, 3.910, -1.412)
H (-5.431, 5.323, -1.757)
H (-5.211, 6.175, 0.303)
H (-5.528, 3.340, 1.215)
H (-6.816, 4.571, 1.304)
H (-4.614, 4.483, 4.557)
H (-3.738, 3.740, 3.329)
H (-5.259, 2.981, 3.703)
H (-3.029, 5.620, 1.236)
H (-2.904, 4.729, -0.170)